[1]
Computed, not measured: a molecular structure, C30H28Cl2N2Zn at a distorted geometry, with wB97M-V/def2-TZVPD.

Structure (XYZ):
```
63
Properties=species:S:1:pos:R:3:mulliken_charge:R:1
C -3.66 -2.17 0.25 -1.6716
C -3.24 -0.88 0.81 0.0543
N -4.16 -0.02 1.34 0.1612
C -5.60 -0.21 1.27 -0.9067
C -3.53 1.06 1.95 0.1389
C -2.13 0.85 1.88 0.9069
C -1.34 1.65 2.70 0.0063
C -1.91 2.73 3.37 -0.8982
C -3.29 3.00 3.30 -0.7521
C -4.13 2.12 2.61 -0.9909
C -1.94 -0.36 1.05 2.0598
C -0.75 -0.97 0.65 -1.2859
C 0.54 -0.54 1.04 0.1334
C 1.56 -1.25 1.73 -0.0632
C 1.52 -2.59 2.32 -1.7545
N 2.63 -0.42 1.91 0.7370
C 3.83 -0.77 2.64 -1.2825
C 2.36 0.84 1.36 0.0776
C 1.06 0.80 0.83 0.7560
C 0.52 1.95 0.27 0.6544
C 1.33 3.08 0.15 -1.0144
C 2.66 3.07 0.58 -0.8083
C 3.20 1.94 1.21 -0.8743
H -2.78 -2.73 -0.05 0.3437
H -4.22 -2.78 0.99 0.3808
H -4.31 -2.04 -0.62 0.3880
H -6.07 0.72 1.59 0.3271
H -5.88 -0.42 0.23 0.3427
H -5.96 -1.04 1.90 0.3024
H -0.29 1.41 2.84 0.4310
H -1.28 3.38 3.98 0.4295
H -3.70 3.89 3.79 0.3835
H -5.21 2.27 2.54 0.2373
H -0.83 -1.94 0.14 0.3076
H 0.52 -3.02 2.17 0.4200
H 2.27 -3.25 1.86 0.3192
H 1.73 -2.55 3.41 0.3685
H 4.46 0.12 2.71 0.4007
H 3.59 -1.14 3.64 0.2851
H 4.37 -1.56 2.10 0.4740
H -0.51 1.94 -0.08 0.2909
H 0.93 3.99 -0.31 0.3674
H 3.30 3.94 0.42 0.4288
H 4.24 1.87 1.50 0.3582
Cl 6.15 1.40 -0.65 -0.2834
Zn 5.24 -0.50 -0.33 0.5087
Cl 4.28 -2.41 -0.35 -0.3134
C 2.03 0.85 -3.92 -1.9607
C 1.39 1.05 -2.67 0.2706
C 0.45 0.01 -2.47 0.0660
C 0.46 -0.84 -3.63 -0.4721
C 1.49 -0.30 -4.54 0.9037
C 1.74 -0.95 -5.75 -0.5406
C 0.99 -2.08 -6.09 -0.5262
C -0.04 -2.55 -5.25 -0.4869
C -0.31 -1.93 -4.02 -0.4927
H 2.82 1.46 -4.35 0.3500
H 1.59 1.88 -1.99 0.3909
H -0.19 -0.16 -1.61 0.2898
H 2.52 -0.55 -6.39 0.3423
H 1.21 -2.60 -7.03 0.3311
H -0.62 -3.42 -5.56 0.3304
H -1.13 -2.27 -3.37 0.3230
```

Computed properties:
- HOMO-LUMO gap (eV) = 2.26
- LUMO (eV) = -2.138
- 2S+1 = 1

=====

[2]
Computed, not measured: a molecular structure, C30H28ClN3O4PbS at a distorted geometry, with wB97M-V/def2-TZVPD.

Structure (XYZ):
```
68
Properties=species:S:1:pos:R:3:mulliken_charge:R:1
Pb 0.75 -0.70 -0.03 0.9946
C 1.09 1.25 2.48 -1.2427
N 0.04 0.23 2.40 1.1363
C 0.08 -0.86 3.42 -1.4921
C -1.27 0.83 2.29 -0.6675
C -1.81 1.50 3.33 0.2142
C -3.00 2.25 3.30 -1.0193
C -3.64 2.24 2.10 -1.0040
C -3.18 1.51 1.03 -1.1217
C -1.95 0.79 1.04 1.0208
N -1.38 0.19 -0.05 0.8764
C -2.01 0.27 -1.27 -0.5561
C -3.32 -0.09 -1.51 0.3392
C -3.84 -0.14 -2.82 -1.3180
C -2.98 0.12 -3.90 -0.6883
C -1.68 0.59 -3.72 -0.4384
C -1.20 0.69 -2.36 -0.1783
N 0.13 1.21 -2.10 0.8896
C 0.10 2.56 -1.51 -0.9639
C 1.10 1.12 -3.18 -1.0860
H 1.00 1.80 3.44 0.3688
H 0.99 1.96 1.63 0.2626
H 2.05 0.79 2.49 0.4500
H 0.21 -0.54 4.46 0.3533
H 0.90 -1.55 3.24 0.3206
H -0.80 -1.43 3.40 0.5096
H -1.33 1.35 4.30 0.2432
H -3.34 2.78 4.18 0.3743
H -4.54 2.81 2.05 0.4231
H -3.78 1.55 0.13 0.3973
H -3.91 -0.43 -0.66 0.5912
H -4.87 -0.38 -3.04 0.3372
H -3.32 0.07 -4.93 0.3468
H -1.10 0.87 -4.61 0.2504
H -0.16 3.33 -2.23 0.3242
H 1.05 2.90 -1.19 0.2915
H -0.48 2.51 -0.59 0.1800
H 0.88 1.76 -4.04 0.2978
H 1.15 0.08 -3.53 0.3554
H 2.06 1.51 -2.82 0.1167
O -1.71 -3.87 1.96 -0.7764
C -1.30 -3.16 1.03 0.0861
O -0.29 -2.36 1.09 -0.4836
C -2.03 -3.28 -0.32 0.6857
C -3.38 -3.62 -0.20 -0.8598
C -4.21 -3.81 -1.27 -0.6514
C -3.63 -3.77 -2.53 -0.3272
C -2.29 -3.42 -2.71 -0.7062
C -1.46 -3.08 -1.61 0.5868
S 0.13 -2.41 -2.02 -0.5200
H -3.69 -3.84 0.79 0.5293
H -5.28 -4.07 -1.22 0.2847
H -4.29 -3.82 -3.43 0.2995
H -1.88 -3.28 -3.72 0.3480
Cl 8.45 -1.21 0.73 -0.3161
C 7.04 -0.18 1.14 0.2732
C 6.77 0.09 2.44 -0.5058
C 5.72 0.97 2.70 -0.5931
C 4.83 1.43 1.66 0.3033
O 3.93 2.26 1.98 -0.8104
C 5.09 1.03 0.33 1.0822
C 4.47 1.48 -0.87 -0.2389
O 3.51 2.21 -1.00 -0.5118
C 6.24 0.20 0.10 -0.8898
H 7.39 -0.28 3.25 0.3896
H 5.56 1.40 3.68 0.3852
H 5.06 1.19 -1.76 0.1553
H 6.54 -0.12 -0.90 0.2928
```

Computed properties:
- HOMO-LUMO gap (eV) = 6.39
- LUMO (eV) = 4.302
- energy relative to the best compared isomer or geometry (same formula, charge and spin) (kJ/mol) = 47.72
- 2S+1 = 1
- net charge = -2

=====

[3]
Computed, not measured: a molecular structure, C30H28ClN6NdO4 at a distorted geometry, with wB97M-V/def2-TZVPD.

Structure (XYZ):
```
70
Properties=species:S:1:pos:R:3:mulliken_spin:R:1
Nd -0.03 0.00 -0.48 3.0127
C -1.32 1.82 2.49 -0.0003
N -1.25 1.75 1.01 0.0021
C -1.55 2.81 0.34 -0.0012
C -1.53 2.76 -1.07 0.0033
C -1.79 3.84 -2.00 -0.0022
C -1.54 3.31 -3.29 0.0011
C -1.11 2.00 -3.08 -0.0013
N -1.08 1.63 -1.79 0.0010
C -2.78 1.57 2.97 0.0001
C -3.65 2.63 3.31 -0.0001
C -4.99 2.40 3.51 0.0000
C -5.49 1.12 3.32 0.0000
C -4.66 0.04 3.14 0.0001
C -3.32 0.26 2.94 0.0003
H -0.97 2.76 2.94 -0.0001
H -0.69 1.02 2.94 0.0000
H -1.75 3.78 0.79 -0.0002
H -2.19 4.82 -1.73 0.0000
H -1.65 3.82 -4.25 0.0000
H -0.88 1.28 -3.87 -0.0001
H -3.28 3.62 3.43 0.0000
H -5.63 3.24 3.65 0.0000
H -6.59 0.95 3.35 0.0000
H -5.05 -1.03 3.20 0.0000
H -2.63 -0.59 2.78 0.0000
C 3.78 1.23 1.54 0.0001
C 2.79 0.22 2.08 -0.0007
N 1.71 -0.28 1.45 -0.0036
C 1.04 -1.13 2.38 0.0009
C 1.84 -1.21 3.53 -0.0007
N 2.91 -0.30 3.28 -0.0001
C 1.82 -1.96 4.83 -0.0001
O 0.89 -2.83 5.12 0.0000
O 2.84 -1.80 5.50 0.0000
C -0.32 -1.66 2.24 0.0007
O -0.79 -2.37 3.15 0.0008
O -0.93 -1.52 1.07 -0.0022
H 3.30 2.19 1.16 0.0001
H 4.45 0.87 0.74 0.0000
H 4.48 1.51 2.39 0.0000
H 3.62 -0.19 4.00 0.0001
H 0.13 -2.71 4.50 0.0000
Cl 5.01 -1.71 -5.85 -0.0004
C 4.09 -0.96 -4.66 -0.0037
C 4.12 -1.45 -3.31 0.0021
C 3.53 -0.73 -2.32 -0.0041
C 2.77 0.43 -2.64 -0.0007
C 2.18 1.25 -1.60 -0.0060
C 2.56 0.76 -4.01 -0.0028
C 3.27 0.08 -5.01 0.0021
H 4.62 -2.40 -3.12 0.0001
H 3.60 -1.16 -1.31 -0.0005
H 1.97 2.30 -1.92 0.0006
H 2.79 1.20 -0.70 0.0001
H 1.92 1.63 -4.23 0.0000
H 3.00 0.29 -6.05 0.0000
N -2.35 -1.27 -1.25 0.0014
C -1.41 -2.21 -1.86 -0.0012
C -1.68 -3.63 -1.78 0.0006
C -0.72 -4.49 -2.23 -0.0005
C 0.51 -4.00 -2.75 0.0000
C 0.70 -2.65 -2.75 0.0004
N -0.24 -1.77 -2.28 0.0029
H -2.68 -1.71 -0.41 0.0005
H -3.13 -1.01 -1.87 0.0000
H -2.67 -3.95 -1.45 0.0000
H -0.85 -5.57 -2.16 0.0000
H 1.32 -4.73 -2.90 0.0000
H 1.62 -2.21 -3.07 -0.0012
```

Computed properties:
- HOMO-LUMO gap (spin up / spin down) (eV) = 6.01 / 6.00
- LUMO (spin up / spin down) (eV) = -0.283 / -0.288
- energy relative to the best compared isomer or geometry (same formula, charge and spin) (kJ/mol) = 0.00
- 2S+1 = 4

=====

Computed E_tot (Ha) in order:
-3969.18377, -2676.54071, -2811.21464